ORCA calculation (ωB97M-V/def2-TZVPD) on a 7-piece molecular cluster, C48H113N7O12 overall in a non-equilibrium geometry.

```
180
Properties=species:S:1:pos:R:3
C 0.58913 -0.09725 1.88280
C 0.81767 0.63769 0.47663
C 0.01567 1.95595 0.35584
C 2.26750 1.05590 0.28805
C 3.25917 -0.05375 -0.27243
C 2.67768 -0.84815 -1.40550
C 1.26964 -1.35994 -1.17958
C 0.69587 -1.80377 -2.58511
C 1.30545 -2.61992 -0.31617
N 0.44548 -0.30287 -0.62141
O -0.90814 -0.51233 -0.80446
H 0.36939 0.56209 2.72250
H -0.22302 -0.82296 1.83961
H 1.41447 -0.76567 2.12801
H -0.25972 2.31702 -0.63507
H -0.95483 1.82621 0.83480
H 0.50856 2.83178 0.77784
H 2.30663 1.97603 -0.29499
H 2.58758 1.25296 1.31118
H 4.16946 0.37583 -0.69069
H 3.65267 -0.73996 0.47748
H 3.37311 -1.63885 -1.68706
H 2.70284 -0.09806 -2.19597
H -0.31877 -2.20066 -2.55212
H 1.27611 -2.57908 -3.08543
H 0.75827 -0.96239 -3.27524
H 2.19837 -3.20695 -0.53108
H 0.34779 -3.10725 -0.13313
H 1.54131 -2.27447 0.69037
H -1.15736 0.20695 -1.38938
C -9.33583 6.45558 4.67084
C -8.48467 6.72673 3.37844
C -9.37817 6.92235 2.17951
C -7.72013 8.10421 3.64991
C -6.50021 7.93462 4.52548
C -5.53955 6.88215 3.99217
C -6.29433 5.52723 3.75753
C -5.26414 4.72880 2.90938
C -6.58887 4.90284 5.14551
N -7.53321 5.68808 2.98700
O -8.01759 4.43037 2.51370
H -9.10199 7.22655 5.40505
H -10.40920 6.49570 4.48546
H -9.17227 5.53492 5.23096
H -9.65404 5.99883 1.67049
H -10.37799 7.27708 2.42975
H -8.90056 7.63505 1.50715
H -7.33753 8.56370 2.73855
H -8.49446 8.76043 4.04726
H -5.95477 8.87758 4.48737
H -6.68335 7.77342 5.58783
H -4.81812 6.73815 4.79647
H -5.14297 7.26180 3.05052
H -5.03792 5.06181 1.89646
H -5.61609 3.70539 2.77953
H -4.35884 4.68905 3.51515
H -7.20586 4.00428 5.14578
H -7.10654 5.65224 5.74427
H -5.64906 4.70099 5.65944
H -7.77171 4.38972 1.58661
C 15.12418 2.26495 1.21368
O 13.90954 1.91616 0.38211
C 12.99594 1.11933 1.16373
C 11.54641 1.61626 1.23693
N 11.11980 2.07393 -0.12257
C 10.08617 3.08453 -0.04659
C 9.30141 3.33687 -1.38122
O 10.00504 4.27251 -2.01220
C 9.44126 4.61387 -3.27255
H 15.52671 1.35521 1.65915
H 15.00329 3.13168 1.86350
H 15.78433 2.33273 0.34897
H 13.49235 0.95591 2.12027
H 12.98825 0.10687 0.76003
H 11.41525 2.45588 1.91951
H 10.85407 0.92392 1.71590
H 11.88763 2.55479 -0.56900
H 10.24544 4.10676 0.29660
H 9.27548 2.73402 0.59219
H 8.28867 3.50779 -1.01624
H 9.39229 2.39353 -1.91970
H 8.60245 5.30703 -3.20928
H 9.11215 3.78122 -3.89423
H 10.30892 5.08165 -3.73780
C 6.58771 -0.87285 5.38980
O 5.78516 -1.27185 6.49678
C 5.64053 -2.67253 6.76941
C 5.20152 -3.45700 5.61807
N 5.07305 -4.81234 6.11386
C 4.46400 -5.71325 5.07801
C 3.89208 -6.92463 5.64331
O 4.88738 -7.42276 6.49955
C 4.80259 -8.80152 6.84050
H 7.65579 -1.01359 5.55570
H 6.39310 0.18659 5.22308
H 6.33884 -1.27204 4.40654
H 4.78154 -2.69679 7.43997
H 6.51065 -3.15270 7.21709
H 5.91868 -3.52437 4.79999
H 4.19681 -3.22360 5.26568
H 4.77933 -4.96136 7.06864
H 5.37763 -5.89933 4.51344
H 3.75576 -5.24864 4.39199
H 3.58915 -7.71483 4.95634
H 3.07240 -6.59112 6.27970
H 3.94747 -8.94147 7.50176
H 5.69347 -9.22619 7.30321
H 4.71769 -9.44170 5.96239
C -1.32614 1.20076 -7.21921
O -1.88726 2.47841 -7.26279
C -0.91236 3.50012 -7.49966
C -0.04863 3.85065 -6.19554
N 1.38951 3.47800 -6.37135
C 2.20377 3.33138 -5.20797
C 2.43918 4.67148 -4.47629
O 2.86827 4.42031 -3.10948
C 3.18771 5.52452 -2.31761
H -0.28255 1.27046 -6.91234
H -1.27477 0.80069 -8.23183
H -1.90486 0.44938 -6.68200
H -1.54610 4.33573 -7.79671
H -0.16636 3.22435 -8.24502
H -0.49226 3.31296 -5.35757
H -0.16604 4.92320 -6.04082
H 1.49824 2.63195 -6.91215
H 3.06449 2.77653 -5.58133
H 1.69684 2.72371 -4.45840
H 1.41552 4.97322 -4.25456
H 2.91075 5.40441 -5.13092
H 2.77660 5.39422 -1.31656
H 2.82303 6.50743 -2.61598
H 4.25016 5.31253 -2.19774
C 2.77503 -7.39055 -6.56786
O 1.47643 -6.84643 -6.06920
C 0.50103 -7.81366 -6.40889
C -0.77960 -7.29835 -5.69171
N -0.64138 -7.47069 -4.22716
C -1.84832 -7.08114 -3.48999
C -1.72893 -7.33054 -1.95964
O -3.09940 -6.98024 -1.54707
C -3.29160 -5.62037 -1.12089
H 2.62228 -7.51029 -7.64045
H 3.01294 -8.37212 -6.15798
H 3.54086 -6.63080 -6.41169
H 0.69335 -8.83736 -6.08772
H 0.17798 -8.06525 -7.41906
H -1.61379 -7.95136 -5.94822
H -1.11039 -6.27039 -5.83994
H 0.09753 -6.79637 -4.08789
H -2.80621 -7.52142 -3.76694
H -1.95422 -6.01136 -3.67018
H -1.02721 -6.68542 -1.43095
H -1.53488 -8.37297 -1.70707
H -4.20869 -5.42305 -0.56583
H -3.02702 -4.89096 -1.88644
H -2.60691 -5.48752 -0.28324
C -12.34674 -4.47701 0.39827
O -11.89993 -3.12871 0.07091
C -10.96465 -2.67823 1.03286
C -9.48662 -3.27613 0.77491
N -8.82580 -2.63035 -0.42313
C -8.52944 -1.17309 -0.05658
C -7.64767 -0.67619 -1.21485
O -7.26494 0.66074 -1.02342
C -6.39172 1.06897 -2.04866
H -12.31001 -4.89175 1.40562
H -11.85451 -5.09937 -0.34904
H -13.39289 -4.56411 0.10487
H -11.01229 -3.08015 2.04493
H -10.95429 -1.58908 1.07476
H -9.77169 -4.29852 0.52682
H -8.99300 -3.21846 1.74502
H -9.51491 -2.48799 -1.14768
H -8.01764 -0.98435 0.88710
H -9.49357 -0.67051 -0.13374
H -8.05143 -0.88727 -2.20506
H -6.81067 -1.37063 -1.14215
H -6.37210 2.15697 -2.11154
H -6.89610 0.75491 -2.96249
H -5.38046 0.69128 -1.89769
```

- E_LUMO (eV) = 0.289
- highest occupied orbital energy (Ha) = -0.287
- structure (SMILES) = CC1(C)CCCC(C)(C)N1O.CC1(C)CCCC(C)(C)N1O.COCCNCCOC.COCCNCCOC.COCCNCCOC.COCCNCCOC.COCCNCCOC
- gap between HOMO and LUMO (eV) = 8.11
- ΔE to the lowest compared entry with this formula, charge and spin (kJ/mol) = 732.3